1.
This record from the Open Molecules 2025 dataset describes a single C3H7NO2S molecule. The level of theory is ωB97M-V/def2-TZVPD.

For the frontier orbital gap, the calculation gives 0.3068 Eh. For the lowest unoccupied orbital energy, the calculation gives 0.59 eV. As for the energy relative to the best compared isomer or geometry (same formula, charge and spin): 304.1 kJ/mol. As for the largest force on an atom: 3.75 eV Å⁻¹. The molar mass is 121.16 g/mol.

```
14
Properties=species:S:1:pos:R:3:lowdin_charge:R:1
S -2.08 0.48 -0.04 0.712
O 1.39 1.48 -0.23 0.045
O 1.52 -0.14 1.28 0.116
N -0.99 1.05 1.13 -0.394
C -1.17 -1.06 -0.54 -0.445
C 0.22 -0.58 -0.84 -0.203
C 0.81 0.32 0.23 -0.460
H 0.71 1.92 -0.79 0.128
H -1.14 -1.58 0.43 0.076
H 0.92 -1.42 -0.86 0.136
H -0.86 0.32 1.87 0.002
H 2.09 0.54 1.48 0.083
H 0.25 0.13 -1.69 0.120
H -1.68 -1.46 -1.43 0.085
```


2.
This record from the Open Molecules 2025 dataset describes a molecular structure, C6H8O5Tl. The level of theory is ωB97M-V/def2-TZVPD.

As for the spin multiplicity: 2. For the frontier orbital gap (spin up / spin down), the calculation gives 0.2803 / 0.3212 Eh. For the lowest unoccupied orbital energy (spin up / spin down), the calculation gives -0.67 / -0.67 eV. As for the energy relative to the best compared isomer or geometry (same formula, charge and spin): 115.8 kJ/mol. As for the largest force on an atom: 4.70 eV Å⁻¹. The molar mass is 364.51 g/mol.

```
20
Properties=species:S:1:pos:R:3:lowdin_charge:R:1
Tl -5.48 -1.88 1.33 1.018
O -1.55 -0.84 -0.26 0.021
O -2.93 -0.91 1.52 -0.152
O -3.58 -1.67 -0.45 -0.176
O 4.57 -2.36 0.04 0.090
O 2.49 -1.53 0.13 0.006
C 1.12 1.96 -0.09 -0.091
C 3.72 -1.61 -0.31 -0.329
C -2.71 -1.18 0.32 -0.830
C -0.60 -0.11 0.52 -0.203
C 0.15 1.87 -1.18 -0.113
C 0.51 0.38 -0.37 -0.159
H -1.09 0.74 1.02 0.128
H 0.50 1.91 -2.21 0.095
H 2.21 -0.52 0.39 0.157
H -0.86 2.25 -1.00 0.098
H 0.82 2.41 0.86 0.100
H -0.22 -0.74 1.33 0.129
H 2.17 2.11 -0.36 0.091
H 0.76 -0.26 -1.22 0.119
```


3.
This record from the Open Molecules 2025 dataset describes 2 unconnected molecules or ions with the total composition CH3NO2S. The level of theory is ωB97M-V/def2-TZVPD.

As for the spin multiplicity: 3. For the frontier orbital gap (spin up / spin down), the calculation gives 0.3750 / 0.2744 Eh. For the lowest unoccupied orbital energy (spin up / spin down), the calculation gives 0.35 / -3.21 eV. As for the energy relative to the best compared isomer or geometry (same formula, charge and spin): 432.3 kJ/mol. As for the largest force on an atom: 4.42 eV Å⁻¹. The molar mass is 93.11 g/mol.

```
8
Properties=species:S:1:pos:R:3:lowdin_charge:R:1
S -0.90 0.02 0.00 0.624
O -1.38 1.37 -0.06 -0.294
O -2.01 -0.90 0.06 -0.270
N 0.49 -0.48 -0.64 -0.156
C 0.75 -0.32 0.78 -0.153
H 1.12 0.66 1.06 0.103
H 1.08 -1.20 1.13 0.042
H 0.85 0.84 -2.33 0.104
```


4.
This record from the Open Molecules 2025 dataset describes a molecular structure, C8H22IMgN2O2. The level of theory is ωB97M-V/def2-TZVPD.

For the frontier orbital gap, the calculation gives 0.2021 Eh. For the lowest unoccupied orbital energy, the calculation gives -5.69 eV. As for the energy relative to the best compared isomer or geometry (same formula, charge and spin): 337.0 kJ/mol. As for the largest force on an atom: 1.74 eV Å⁻¹. The molar mass is 329.48 g/mol. The net charge is +1.

```
36
Properties=species:S:1:pos:R:3:lowdin_charge:R:1
I -1.26 -0.53 -1.01 0.268
Mg -1.70 -1.08 1.46 0.670
O -3.28 1.94 4.31 -0.209
O 5.07 -1.55 -3.80 -0.187
N -3.11 0.28 2.19 -0.055
N 1.76 -2.29 -2.43 0.015
C 4.05 -2.37 -3.29 -0.231
C -3.21 1.79 1.98 -0.374
C -3.96 2.36 3.14 -0.194
C -3.81 2.42 5.51 -0.090
C 3.39 -0.80 -1.41 -0.062
C 6.15 -2.30 -4.32 -0.097
C 2.96 -1.49 -2.70 -0.442
C -3.82 2.13 0.63 -0.043
H -4.89 2.21 5.60 0.097
H -5.00 2.02 3.22 0.146
H 4.47 -3.07 -2.55 0.130
H 6.38 -3.14 -3.66 0.085
H 3.78 -1.54 -0.71 0.081
H 6.99 -1.62 -4.39 0.089
H -3.14 1.85 -0.17 0.028
H 1.39 -2.69 -3.29 0.071
H -3.70 3.50 5.63 0.099
H 2.71 -0.74 -3.46 0.140
H 2.59 -0.27 -0.89 0.059
H -4.08 3.18 0.61 0.097
H 4.15 -0.05 -1.63 0.082
H -3.19 0.23 3.22 0.093
H 3.58 -2.96 -4.09 0.129
H 1.02 -1.65 -2.15 -0.075
H -3.31 1.95 6.35 0.095
H -4.73 1.55 0.46 0.094
H -2.17 2.11 1.95 0.149
H -3.97 3.46 3.08 0.147
H -4.02 -0.14 1.95 0.107
H 5.90 -2.70 -5.31 0.088
```


5.
This record from the Open Molecules 2025 dataset describes 2 unconnected molecules or ions with the total composition C5H9FN2. The level of theory is ωB97M-V/def2-TZVPD.

For the frontier orbital gap, the calculation gives 0.3260 Eh. For the lowest unoccupied orbital energy, the calculation gives 0.76 eV. As for the energy relative to the best compared isomer or geometry (same formula, charge and spin): 310.6 kJ/mol. As for the largest force on an atom: 4.45 eV Å⁻¹. The molar mass is 116.14 g/mol.

```
17
Properties=species:S:1:pos:R:3:lowdin_charge:R:1
F -0.44 0.83 -1.67 -0.063
N 2.99 0.60 -0.75 0.146
N 1.12 -1.26 1.32 -0.061
C -0.01 -0.47 -1.41 -0.224
C 0.88 -0.16 0.56 -0.219
C 2.01 0.38 -0.17 -0.254
C -0.05 -1.93 2.07 -0.035
C -1.17 -1.44 -1.32 -0.080
H -1.77 -1.10 -2.11 0.046
H -0.85 -2.25 1.44 0.043
H 0.25 0.53 1.03 0.107
H 1.85 -1.82 0.82 0.144
H 0.35 -2.78 2.56 0.069
H -0.51 -1.28 2.77 0.066
H -1.71 -1.28 -0.29 0.103
H -0.86 -2.48 -1.48 0.079
H 0.74 -0.73 -2.23 0.132
```


6.
This record from the Open Molecules 2025 dataset describes a molecular structure, C48H57BrGeIN3O7S2SiTc. The level of theory is ωB97M-V/def2-TZVPD.

For the frontier orbital gap (spin up / spin down), the calculation gives 0.2183 / 0.2166 Eh. For the lowest unoccupied orbital energy (spin up / spin down), the calculation gives -4.51 / -4.56 eV. As for the largest force on an atom: 2.55 eV Å⁻¹. The molar mass is 1257.64 g/mol. The net charge is +1.

```
122
Properties=species:S:1:pos:R:3:lowdin_charge:R:1
I 3.07 -2.69 -1.02 0.986
Tc 0.84 0.48 0.22 1.540
Br 5.99 -4.03 -2.38 0.718
Ge -1.15 3.04 -1.65 1.035
S 4.06 0.82 -3.15 0.997
S 1.15 0.35 -3.44 0.973
Si -1.13 -1.45 2.14 0.082
O -0.94 -3.04 2.14 -0.076
O 3.47 0.47 3.71 0.077
O 2.33 1.00 1.33 -0.209
O -2.43 -0.94 1.23 -0.143
O -1.19 -0.84 3.62 -0.084
O 0.11 -0.77 1.29 -0.367
O -0.98 -0.18 -1.00 -0.181
N 2.41 0.61 -1.11 -0.282
N 3.64 0.66 -0.49 0.015
N 1.42 4.17 0.77 0.209
C 3.60 -7.39 -2.18 -0.070
C -1.91 2.16 -3.26 -0.289
C 2.27 -5.59 -1.32 -0.158
C 4.63 0.52 3.03 -0.243
C -3.09 0.47 -4.53 -0.077
C -2.56 4.67 0.34 -0.105
C 2.51 0.60 -2.42 -0.960
C 0.40 6.82 -2.89 -0.068
C 1.67 6.49 -3.34 -0.071
C -3.95 3.13 -0.87 -0.126
C -4.92 4.59 0.76 -0.076
C -0.32 -5.25 1.57 -0.017
C 5.80 0.33 3.77 0.000
C 7.03 0.39 3.15 -0.058
C -3.09 1.27 1.98 -0.002
C 0.74 -1.50 4.91 -0.010
C -1.22 -3.69 -0.18 -0.027
C 4.73 0.74 1.64 -0.081
C 7.14 0.64 1.78 -0.075
C -2.69 3.67 -0.62 -0.287
C 1.24 4.19 -2.82 -0.120
C -2.00 3.02 -4.36 -0.097
C -2.47 0.89 -3.36 -0.142
C -4.44 -0.05 0.33 -0.012
C -5.06 3.58 -0.18 -0.081
C -0.76 -1.28 4.93 -0.614
C 3.54 0.82 0.80 -0.370
C -0.04 4.51 -2.36 -0.300
C 2.40 -6.93 -1.65 -0.074
C 2.17 0.08 -4.93 -0.454
C -2.73 -4.55 1.62 -0.008
C -0.45 5.84 -2.40 -0.094
C -3.17 1.33 -5.62 -0.078
C -2.63 2.61 -5.53 -0.069
C 4.65 -6.52 -2.38 -0.125
C -1.50 -2.56 5.30 -0.016
C 2.09 5.17 -3.31 -0.070
C -1.13 -0.15 5.88 -0.019
C 3.33 -4.71 -1.52 -0.716
C -3.58 -0.12 1.59 -0.589
C 3.37 0.98 -4.83 -0.475
C -4.35 -0.78 2.73 -0.007
C 0.25 2.21 -0.40 -0.321
C 5.99 0.80 1.04 -0.019
C -1.31 -4.13 1.28 -0.616
C 4.52 -5.18 -2.06 -0.736
C 0.92 3.29 0.21 -0.389
C -3.67 5.13 1.02 -0.071
H -2.81 -4.80 2.68 0.094
H -1.21 -3.37 4.63 0.075
H -3.92 0.48 -0.47 0.059
H -0.78 -0.96 -1.54 0.064
H -6.03 3.16 -0.39 0.109
H -0.21 -3.31 -0.40 0.053
H -1.44 -4.53 -0.84 0.100
H 6.03 0.98 -0.03 0.112
H 0.70 -4.93 1.37 0.082
H 5.71 0.14 4.83 0.124
H -1.58 5.10 0.54 0.101
H 1.57 -7.60 -1.49 0.110
H 1.34 -5.22 -0.90 0.063
H -1.60 -0.49 -0.29 0.046
H -3.74 -0.80 3.63 0.072
H 2.74 0.70 3.12 0.076
H 4.15 0.69 -5.54 0.090
H -0.39 -5.53 2.63 0.093
H -2.21 0.01 5.89 0.088
H 3.10 2.02 -4.99 0.079
H 3.71 -8.44 -2.44 0.112
H 1.26 -0.56 4.72 0.078
H 0.07 7.85 -2.90 0.109
H 1.55 0.31 -5.80 0.092
H 1.08 -1.89 5.87 0.099
H -1.44 6.10 -2.05 0.104
H -1.26 -2.84 6.33 0.096
H -3.93 1.93 2.19 0.099
H -2.44 0.22 -2.51 0.069
H 1.58 3.17 -2.78 0.062
H 1.01 -2.21 4.13 0.090
H -1.95 -2.91 -0.38 0.074
H -2.50 1.71 1.18 0.068
H -5.27 -0.23 2.93 0.099
H -3.52 -0.52 -4.59 0.106
H 2.33 7.26 -3.71 0.108
H -4.06 2.36 -1.63 0.088
H -2.47 1.21 2.88 0.086
H -2.58 -2.41 5.22 0.089
H -3.57 5.92 1.75 0.109
H 3.09 4.91 -3.65 0.105
H 8.11 0.71 1.31 0.106
H 2.45 -0.98 -4.95 0.087
H -3.02 -5.42 1.03 0.096
H -5.79 4.95 1.30 0.108
H -1.59 4.01 -4.30 0.095
H -4.69 -1.06 0.00 0.095
H -5.37 0.49 0.55 0.095
H -0.56 -6.13 0.97 0.094
H 5.59 -6.88 -2.79 0.104
H -0.80 -0.39 6.89 0.095
H -2.71 3.29 -6.36 0.109
H -3.42 -3.73 1.40 0.077
H -4.61 -1.80 2.45 0.089
H -3.66 1.01 -6.53 0.107
H -0.65 0.77 5.57 0.092
H 7.93 0.25 3.74 0.112
```


7.
This record from the Open Molecules 2025 dataset describes 5 unconnected molecules or ions with the total composition C28H62BN6. The level of theory is ωB97M-V/def2-TZVPD.

As for the spin multiplicity: 2. For the frontier orbital gap (spin up / spin down), the calculation gives 0.1189 / 0.2774 Eh. For the lowest unoccupied orbital energy (spin up / spin down), the calculation gives -4.79 / -4.77 eV. As for the largest force on an atom: 4.41 eV Å⁻¹. The molar mass is 493.66 g/mol. The net charge is +2.

```
97
Properties=species:S:1:pos:R:3:lowdin_charge:R:1
N -1.77 -0.53 2.76 -0.132
N 2.03 3.61 -0.22 -0.016
N -1.11 0.75 4.48 -0.190
N 3.06 -1.36 0.92 -0.195
N 3.38 3.70 1.54 -0.097
N -3.23 -0.86 -3.61 -0.166
C -1.83 -0.42 4.14 -0.085
C -3.70 2.80 -2.11 -0.059
C -0.75 1.40 3.26 -0.066
C -2.24 -1.63 1.99 -0.181
C -3.00 0.61 -3.16 -0.140
C 2.05 3.49 1.17 0.051
C 1.19 2.71 -2.46 -0.071
C -2.08 -1.20 -4.59 -0.075
C 0.86 -4.08 -0.72 -0.096
C -3.61 -1.19 1.33 -0.060
C 4.17 3.99 0.41 0.007
C -1.18 0.60 2.27 -0.112
C -4.16 1.34 -2.41 -0.194
C -2.15 -2.89 -2.91 -0.138
C 3.95 3.55 2.91 0.020
C 4.03 -1.37 3.29 -0.119
C 2.13 -3.69 0.02 -0.211
C -2.98 -1.73 -2.39 -0.118
C 2.50 -2.21 -0.28 -0.074
C 4.10 -2.02 1.87 -0.065
C -0.89 1.25 5.79 -0.048
C 3.49 0.03 0.35 0.042
C -4.69 -1.08 -4.17 0.053
C 3.33 4.01 -0.70 0.039
C -1.22 -2.19 -3.87 -0.175
C 2.67 -0.69 3.32 -0.152
C 0.83 3.45 -1.13 -0.125
C 1.97 -1.18 2.05 -0.091
B -0.12 0.00 -0.98 -0.466
H 3.22 3.71 3.70 0.104
H 1.98 3.14 -3.08 0.065
H -1.78 -3.48 -2.07 0.118
H 5.21 4.23 0.57 0.134
H 4.11 -2.24 3.94 0.121
H -2.43 -1.27 -1.56 0.101
H 5.02 -1.80 1.32 0.125
H 1.98 -3.83 1.09 0.097
H 2.91 0.18 -0.56 0.075
H -0.45 2.23 5.61 0.084
H -1.56 -1.96 1.20 0.087
H -1.14 0.67 1.19 0.081
H 2.91 -4.36 -0.35 0.116
H -4.39 -0.87 2.02 0.079
H -0.18 2.31 3.35 0.080
H 1.49 -2.15 2.17 0.128
H 0.05 2.85 -0.67 0.092
H 2.11 -0.94 4.22 0.127
H 0.37 2.58 -3.17 0.083
H -4.99 1.21 -3.10 0.091
H -0.01 -3.57 -0.32 0.058
H 3.46 4.27 -1.74 0.129
H -0.69 -2.85 -4.55 0.129
H 0.36 4.40 -1.40 0.124
H -0.14 0.57 6.20 0.082
H 0.86 -3.89 -1.80 0.082
H 1.24 -0.42 1.77 0.099
H 3.81 -3.07 1.81 0.118
H -2.62 2.77 -1.95 0.054
H -0.51 -0.84 -0.42 -0.054
H -2.83 1.23 -4.03 0.130
H -3.97 3.50 -2.90 0.082
H -4.08 -2.06 0.88 0.062
H 1.19 3.32 1.80 0.139
H 4.53 -0.04 0.03 0.104
H -2.12 0.70 -2.52 0.082
H -5.42 -1.14 -3.36 0.102
H -5.04 -0.23 -4.76 0.103
H 1.59 -1.70 -0.62 0.077
H 2.68 0.38 3.15 0.087
H -1.62 -0.41 -5.19 0.139
H 1.52 1.68 -2.30 0.051
H 3.25 0.80 1.08 0.076
H -2.85 -3.49 -3.50 0.122
H 4.84 4.18 2.98 0.103
H 3.31 -2.11 -0.99 0.134
H -3.91 -2.17 -2.04 0.130
H -1.87 1.18 6.27 0.096
H 0.09 -0.29 -1.99 -0.044
H -2.51 -1.74 -5.44 0.126
H -2.33 -1.10 4.82 0.100
H 4.31 2.53 3.06 0.083
H 0.64 -5.12 -0.49 0.087
H 0.78 0.36 -0.51 -0.066
H -0.39 -1.77 -3.30 0.088
H -4.07 3.19 -1.16 0.078
H 4.91 -0.78 3.51 0.115
H -3.43 -0.48 0.53 0.045
H -0.81 0.83 -0.91 -0.055
H -4.36 0.71 -1.54 0.100
H -4.74 -1.99 -4.76 0.105
H -2.53 -2.49 2.60 0.118
```


8.
This record from the Open Molecules 2025 dataset describes a molecular structure, C6H8O2S. The level of theory is ωB97M-V/def2-TZVPD.

For the frontier orbital gap (spin up / spin down), the calculation gives 0.2972 / 0.2749 Eh. For the lowest unoccupied orbital energy (spin up / spin down), the calculation gives -0.89 / -0.78 eV. As for the energy relative to the best compared isomer or geometry (same formula, charge and spin): 611.4 kJ/mol. As for the largest force on an atom: 6.32 eV Å⁻¹. The molar mass is 144.19 g/mol.

```
17
Properties=species:S:1:pos:R:3:lowdin_charge:R:1
S -2.03 0.65 -0.16 0.804
O -3.00 1.60 0.38 -0.534
O 1.25 -0.40 -0.65 0.003
C 2.55 -0.59 -0.74 -0.180
C 2.38 1.11 0.69 -0.068
C 3.26 0.19 0.12 -0.106
C -1.89 -0.68 1.21 -0.179
C 1.21 0.66 0.16 -0.054
C -2.66 -0.11 -1.56 -0.148
H 2.68 1.95 1.33 0.113
H -2.05 -0.79 -1.92 -0.040
H 4.33 0.33 0.13 0.110
H -3.42 0.41 -2.08 0.022
H -2.69 -1.51 1.11 0.089
H -0.80 -1.03 1.06 0.054
H 2.77 -1.56 -1.19 0.132
H -1.88 -0.22 2.10 -0.020
```